# 1
{"formula": "C6H5F3O", "method": "the ωB97M-V functional and the def2-TZVPD basis", "e_homo_ev": -9.87, "gap_ev": 10.619, "smiles": "Fc1cc(F)cc(F)c1.O", "symbols": ["F", "C", "C", "C", "F", "C", "C", "F", "C", "H", "H", "H", "O", "H", "H"], "xyz": [[1.25347, -2.34192, -1.73678], [0.87519, -1.52831, -0.63668], [-0.46430, -1.14269, -0.47090], [-0.82256, -0.20161, 0.51573], [-2.12517, 0.16933, 0.62224], [0.17384, 0.40123, 1.32309], [1.48859, 0.02826, 1.17610], [2.40525, 0.62195, 1.99938], [1.83897, -0.95162, 0.16106], [-1.16743, -1.70024, -1.10364], [-0.06227, 1.06706, 2.16365], [2.87794, -1.27761, 0.02013], [-1.73630, 2.30663, -1.53162], [-2.57991, 2.74302, -1.78880], [-1.95526, 1.80648, -0.71299]], "nbo_charge": [-0.33, 0.42, -0.35, 0.42, -0.32, -0.36, 0.43, -0.31, -0.35, 0.25, 0.25, 0.25, -0.95, 0.47, 0.47]}



# 2
{"formula": "C6H5F6NO2", "method": "the ωB97M-V functional and the def2-TZVPD basis", "e_homo_ev": -10.02, "gap_ev": 10.674, "smiles": "O/N=C1/COC(C(F)(F)F)(C(F)(F)F)C1", "symbols": ["O", "N", "C", "C", "O", "C", "C", "F", "F", "F", "C", "F", "F", "F", "C", "H", "H", "H", "H", "H"], "xyz": [[-0.44853, -3.41607, -0.20027], [-0.69089, -2.47215, 0.82456], [-0.30139, -1.28474, 0.72718], [-0.83024, -0.24307, 1.68928], [-0.26373, 1.00125, 1.23369], [0.26959, 0.88218, -0.10889], [1.54069, 1.72320, -0.24289], [2.38825, 1.39195, 0.74058], [2.22488, 1.45745, -1.43069], [1.14951, 2.98607, -0.12454], [-0.85092, 1.27352, -1.23369], [-0.26823, 1.29574, -2.42166], [-1.32380, 2.52716, -0.95881], [-1.98101, 0.44801, -1.38534], [0.56059, -0.66710, -0.32201], [-0.57529, -4.31890, 0.13446], [-1.95425, -0.19498, 1.78305], [-0.50692, -0.44695, 2.67907], [0.28161, -1.13470, -1.36390], [1.58009, -0.80786, -0.01916]], "nbo_charge": [-0.58, -0.12, 0.19, -0.10, -0.49, 0.12, 0.97, -0.31, -0.32, -0.29, 0.96, -0.31, -0.32, -0.33, -0.51, 0.49, 0.21, 0.21, 0.28, 0.25]}



# 3
{"formula": "C6H5FIn", "method": "the ωB97M-V functional and the def2-TZVPD basis", "total_charge": 3, "e_homo_ev": -23.01, "gap_ev": 3.910, "symbols": ["In", "F", "C", "C", "C", "C", "C", "C", "H", "H", "H", "H", "H"], "xyz": [[2.76640, -0.61719, 4.01715], [0.55729, 0.21386, 2.32926], [0.06751, 0.09709, 1.02444], [0.06300, 1.23409, 0.18997], [-0.15913, 1.18204, -1.19996], [-0.49574, -0.09057, -1.77365], [-0.61749, -1.13172, -0.86733], [-0.35572, -1.06382, 0.48211], [0.39248, 2.18724, 0.57643], [-0.17771, 2.02575, -1.87391], [-0.76017, -0.13531, -2.81982], [-0.87690, -2.07335, -1.32824], [-0.40379, -1.82815, 1.24361]], "nbo_charge": [1.02, -0.21, 0.70, 0.08, -0.23, 0.22, 0.17, -0.35, 0.32, 0.33, 0.32, 0.31, 0.33]}



# 4
{"formula": "C6H5N", "method": "the ωB97M-V functional and the def2-TZVPD basis", "e_homo_ev": -7.74, "gap_ev": 7.163, "symbols": ["C", "C", "C", "C", "C", "C", "N", "H", "H", "H", "H", "H"], "xyz": [[-1.62098, 0.09243, -0.15100], [-2.45852, 0.84991, -0.73772], [1.00090, 1.59927, 0.17469], [0.97242, -0.61805, -0.64064], [-0.85820, -0.11226, 1.10595], [-0.44116, -0.86739, 0.00303], [1.48081, 0.76304, -0.60243], [1.12350, 2.55717, 0.58077], [1.80009, -1.22020, -0.04346], [1.03853, -0.89593, -1.75141], [-1.28319, -0.28509, 2.08473], [-0.75422, -1.86291, -0.02252]], "nbo_charge": [-0.48, 0.16, 0.24, -0.24, -0.24, -0.24, -0.37, 0.22, 0.23, 0.23, 0.24, 0.24]}



# 5
{"formula": "C6H5N", "method": "the ωB97M-V functional and the def2-TZVPD basis", "e_homo_ev": [-8.53, -8.53], "gap_ev": [8.176, 8.176], "symbols": ["C", "C", "C", "C", "C", "C", "N", "H", "H", "H", "H", "H"], "xyz": [[-3.07831, 0.23639, -0.03351], [-1.90760, -0.08496, -0.04192], [1.11515, 1.17116, 0.11003], [0.29829, -1.38985, 0.08889], [-0.59895, -0.42975, 0.08712], [1.99566, 0.09074, 0.06189], [1.71519, -1.14744, -0.09929], [-4.12446, 0.50877, -0.36926], [0.52459, 1.68122, 1.04428], [0.07439, -2.48611, -0.03775], [0.95998, 1.53062, -1.18617], [3.02608, 0.31920, 0.37569]], "nbo_charge": [-0.23, -0.02, -0.48, -0.08, -0.08, 0.02, -0.40, 0.26, 0.30, 0.22, 0.28, 0.21]}



# 6
{"formula": "C6H5N3OS", "method": "the ωB97M-V functional and the def2-TZVPD basis", "e_homo_ev": -9.10, "gap_ev": 8.948, "symbols": ["C", "C", "C", "C", "C", "C", "N", "N", "N", "O", "S", "H", "H", "H", "H", "H"], "xyz": [[-1.70701, 2.11547, 0.74745], [-0.03892, -1.96993, -0.54136], [-0.58435, -0.71027, -0.36259], [1.62775, -0.27059, 0.07122], [-1.95323, -0.52410, -0.47033], [2.73557, 0.64864, 0.31772], [0.41669, 0.25093, -0.10514], [-2.63339, 2.56470, 1.25466], [-3.08633, -0.72952, -0.70473], [-4.25560, -0.68492, -0.99688], [1.65779, -1.98232, -0.19036], [-0.49517, -2.97714, -0.67559], [3.58408, 0.52311, -0.39359], [2.44881, 1.75811, 0.47720], [3.07427, 0.30799, 1.22489], [-0.79096, 1.67985, 0.34744]], "nbo_charge": [0.04, -0.38, 0.01, 0.08, 0.15, -0.66, -0.46, -0.33, 0.24, -0.38, 0.45, 0.26, 0.24, 0.26, 0.23, 0.25]}



# 7
{"formula": "C6H5NO", "method": "the ωB97M-V functional and the def2-TZVPD basis", "e_homo_ev": -10.41, "gap_ev": 9.327, "smiles": "C#C[C@H](C)C(=O)C#N", "symbols": ["C", "C", "C", "C", "C", "O", "C", "N", "H", "H", "H", "H", "H"], "xyz": [[1.28494, -1.92202, 0.11974], [0.25321, -1.34477, 0.32750], [-0.89911, -0.48842, 0.38645], [-1.89673, -0.84786, -0.60509], [-0.23091, 0.80172, -0.10798], [-0.56089, 1.13233, -1.26846], [0.83568, 1.28030, 0.73397], [2.03286, 1.68931, 0.77486], [2.10185, -2.63576, 0.26847], [-1.31472, -0.35377, 1.34412], [-2.46734, -1.74626, -0.16964], [-2.63971, -0.06871, -0.37523], [-1.50542, -0.95309, -1.47164]], "nbo_charge": [-0.19, -0.04, -0.37, -0.55, 0.48, -0.46, 0.14, -0.15, 0.25, 0.25, 0.21, 0.22, 0.22]}



# 8
{"formula": "C6H5NO", "method": "the ωB97M-V functional and the def2-TZVPD basis", "e_homo_ev": -9.40, "gap_ev": 8.697, "smiles": "O=c1ccccnc1", "symbols": ["O", "C", "C", "C", "C", "C", "N", "C", "H", "H", "H", "H", "H"], "xyz": [[2.14750, 1.43141, -0.93247], [1.17662, 0.82020, -0.59113], [1.16263, 0.44109, 0.78641], [0.28197, -0.42462, 1.32908], [-1.04226, -0.89609, 0.78955], [-1.42444, -0.94789, -0.51400], [-1.07440, -0.04935, -1.52494], [0.02433, 0.69791, -1.53208], [2.03505, 0.78060, 1.19084], [0.71360, -0.69833, 2.37359], [-1.61564, -1.28037, 1.72005], [-2.45575, -1.24371, -0.65905], [0.07079, 1.36914, -2.43583]], "nbo_charge": [-0.53, 0.41, -0.24, -0.16, -0.21, -0.03, -0.38, 0.05, 0.23, 0.23, 0.23, 0.20, 0.21]}



Results for ΔE to the lowest compared entry with this formula, charge and spin: 0.0000; 2.3414; 2.8716; 8.1417; 6.3755; 3.0827; 3.9077; 1.7047 (in eV, following the order of the records).
Results for electronic energy: -16502.224; -28191.061; -14155.228; -7783.653; -7785.419; -23651.828; -9835.300; -9837.503 (in eV, following the order of the records).